Record 1
DFT (ωB97M-V with the def2-TZVPD basis set) results for C4H5NOS in the gas phase.

Values from the calculation:
HOMO energy (alpha / beta): -8.07 / -8.54 eV
Kohn-Sham gap (alpha / beta): 0.30083 / 0.31449 Ha
charge: 0

CARTESIAN COORDINATES (ANGSTROEM)
C1 -0.03 1.16 -1.29
C2 0.57 1.47 -0.16
C3 -1.04 -1.33 -0.83
C4 0.52 0.64 1.14
N1 -0.33 -1.83 0.14
O1 -2.02 -1.62 -1.53
S1 0.97 -1.11 1.04
H1 -0.19 1.60 -2.23
H2 1.19 2.38 -0.20
H3 1.25 0.97 1.88
H4 -0.43 0.44 1.44
H5 -0.46 -2.76 0.60

Record 2
DFT (ωB97M-V with the def2-TZVPD basis set) results for 2 unconnected molecules or ions with the total composition C2H3ClNOP.

Values from the calculation:
HOMO energy (alpha / beta): -9.12 / -10.77 eV
Kohn-Sham gap (alpha / beta): 0.20997 / 0.39198 Ha
charge: 0

CARTESIAN COORDINATES (ANGSTROEM)
C1 -0.35 -2.02 1.56
C2 0.32 2.98 -0.67
N1 -0.53 -1.83 2.67
O1 1.23 -2.83 -0.50
P1 -0.01 -2.09 -0.23
Cl1 -1.62 -3.17 -0.86
H1 -0.72 2.78 -0.51
H2 0.74 3.90 -0.31
H3 0.94 2.27 -1.16

Record 3
DFT (ωB97M-V with the def2-TZVPD basis set) results for C3H9O2P in the gas phase.

Values from the calculation:
HOMO energy (alpha / beta): -3.56 / -10.95 eV
Kohn-Sham gap (alpha / beta): 0.16017 / 0.23433 Ha
2S+1: 3
charge: 0

CARTESIAN COORDINATES (ANGSTROEM)
C1 -1.28 -1.28 0.46
C2 -0.99 1.30 0.23
C3 -0.44 -0.10 -0.06
O1 3.49 0.05 0.34
O2 0.92 0.06 0.62
P1 2.20 -0.02 -0.35
H1 -1.41 -1.29 1.45
H2 -2.23 -1.07 -0.19
H3 -0.72 -2.15 0.28
H4 -0.96 1.67 1.30
H5 -2.13 1.23 -0.08
H6 -0.60 2.12 -0.33
H7 -0.06 -0.12 -1.14
H8 2.11 -1.26 -1.14
H9 2.11 0.87 -1.38

Record 4
DFT (ωB97M-V with the def2-TZVPD basis set) results for a molecular structure, C35H26F2IN6O2SeTa.

Values from the calculation:
HOMO energy: -14.14 eV
Kohn-Sham gap: 0.26081 Ha
charge: +2

CARTESIAN COORDINATES (ANGSTROEM)
Ta1 0.44 0.62 -0.39
C1 -2.49 3.67 1.29
C2 -2.57 2.36 2.00
N1 -3.34 2.29 3.08
C3 -3.39 1.18 3.81
C4 -2.66 0.04 3.54
C5 -2.72 -1.17 4.45
O1 -1.42 -1.57 4.87
C6 -1.85 0.07 2.39
C7 -1.01 -1.05 2.04
N2 -0.10 -1.11 1.12
C8 0.52 -2.40 1.05
C9 -0.22 -3.56 0.86
C10 0.41 -4.79 0.81
C11 1.79 -4.88 0.95
C12 2.55 -3.73 1.12
C13 1.91 -2.51 1.16
I1 2.90 -0.67 1.29
C14 -1.84 1.23 1.62
O2 -1.06 1.23 0.53
H1 -3.49 4.01 1.02
H2 -1.88 3.60 0.39
H3 -2.05 4.41 1.96
H4 -4.04 1.21 4.68
H5 -3.15 -2.02 3.92
H6 -3.38 -0.96 5.29
H7 -1.20 -1.13 5.70
H8 -1.14 -1.93 2.66
H9 -1.30 -3.48 0.74
H10 -0.17 -5.69 0.66
H11 2.27 -5.84 0.92
H12 3.63 -3.79 1.22
F1 1.32 3.52 4.20
C15 1.75 3.28 2.96
C16 1.04 2.37 2.19
C17 1.45 2.08 0.89
C18 2.60 2.73 0.40
C19 3.28 3.64 1.22
F2 4.37 4.27 0.78
C20 2.87 3.93 2.50
C21 3.01 2.39 -0.97
C22 4.06 2.97 -1.68
C23 4.33 2.58 -2.97
C24 3.52 1.61 -3.57
C25 2.50 1.08 -2.84
N3 2.24 1.44 -1.56
H13 0.19 1.90 2.65
H14 3.41 4.64 3.11
H15 4.66 3.73 -1.21
H16 5.14 3.03 -3.52
H17 3.68 1.29 -4.59
H18 1.82 0.37 -3.29
N4 1.19 -1.22 -1.58
C26 0.37 -1.61 -2.72
C27 0.86 -2.17 -3.86
C28 -0.04 -2.62 -4.85
C29 -1.39 -2.53 -4.66
C30 -1.91 -1.96 -3.48
C31 -3.29 -1.84 -3.20
C32 -3.68 -1.25 -2.03
C33 -2.71 -0.71 -1.17
N5 -1.42 -0.79 -1.40
C34 -1.02 -1.45 -2.53
H19 2.17 -1.16 -1.83
H20 1.13 -2.01 -0.93
H21 1.93 -2.30 -4.00
H22 0.36 -3.05 -5.76
H23 -2.07 -2.91 -5.41
H24 -4.02 -2.22 -3.90
H25 -4.73 -1.13 -1.78
H26 -3.02 -0.17 -0.29
Se1 -0.38 2.14 -2.29
C35 -2.19 2.20 -1.98
N6 -3.32 2.23 -1.78